Formula: C5H7NO
Source: the OMol25 dataset
Level of theory: ωB97M-V/def2-TZVPD

Geometry (Å):
O 0.503 2.134 1.369
C 1.088 1.473 0.543
C 0.353 0.920 -0.654
C 0.053 -0.455 -1.099
C -0.086 -1.457 0.024
C -1.030 -0.431 0.677
N -1.017 0.445 -0.543
H 2.182 1.313 0.633
H 0.471 1.613 -1.480
H -0.018 -0.749 -2.145
H 0.797 -1.766 0.586
H -0.602 -2.339 -0.364
H -0.671 0.101 1.558
H -2.026 -0.803 0.896

Its charge is 0. As for the HOMO energy: -0.3463 Ha. The structure (SMILES) is O=C[C@H]1[C@H]2CCN21. Its energy above the lowest of the compared OMol25 structures with the same formula, charge and spin is 2.953 eV. The value obtained for the calculated total energy is -8833.2503 eV.